[1]
{"formula": "C38H56FN4O3PPdSSi", "method": "wB97M-V/def2-TZVPD", "species": ["Pd", "C", "Si", "C", "C", "N", "C", "C", "C", "C", "C", "C", "F", "H", "H", "H", "H", "H", "H", "H", "H", "H", "H", "H", "H", "H", "N", "C", "C", "C", "C", "C", "C", "C", "H", "H", "H", "H", "H", "C", "C", "O", "O", "H", "H", "H", "C", "C", "C", "P", "C", "C", "C", "C", "C", "C", "H", "H", "H", "H", "H", "H", "H", "H", "H", "H", "H", "H", "H", "H", "H", "H", "H", "H", "H", "H", "H", "C", "C", "C", "N", "C", "S", "N", "C", "O", "C", "C", "C", "C", "C", "C", "H", "H", "H", "H", "H", "H", "H", "H", "H", "H", "H", "H", "H", "H"], "positions_angstrom": [[-0.250, -1.175, 0.603], [-2.435, -3.907, 1.840], [-3.270, -2.393, 1.124], [-4.241, -1.375, 2.384], [-4.789, -3.204, 0.345], [-2.188, -1.534, -0.052], [-2.638, -0.876, -1.176], [-3.968, -1.048, -1.611], [-4.442, -0.576, -2.839], [-3.602, 0.159, -3.667], [-2.273, 0.443, -3.229], [-1.812, -0.044, -2.037], [-0.551, 0.322, -1.645], [-2.705, -3.997, 2.886], [-1.358, -3.822, 1.813], [-2.736, -4.833, 1.331], [-4.826, -2.087, 2.977], [-4.917, -0.696, 1.862], [-3.616, -0.804, 3.072], [-5.007, -4.058, 1.000], [-4.624, -3.622, -0.626], [-5.681, -2.565, 0.355], [-4.685, -1.494, -0.917], [-5.475, -0.786, -3.154], [-3.937, 0.498, -4.653], [-1.612, 1.047, -3.873], [1.658, 0.128, 0.531], [2.613, 0.658, 0.942], [3.833, 1.280, 1.382], [4.965, 1.185, 0.593], [6.160, 1.774, 1.032], [6.197, 2.452, 2.268], [5.044, 2.543, 3.048], [3.846, 1.997, 2.590], [4.925, 0.624, -0.340], [7.047, 1.703, 0.410], [7.112, 2.943, 2.616], [5.090, 3.036, 4.031], [2.939, 2.085, 3.195], [0.299, -1.893, 4.882], [-0.110, -1.583, 3.459], [0.843, -1.388, 2.627], [-1.315, -1.522, 3.077], [1.337, -2.240, 4.922], [-0.381, -2.629, 5.304], [0.222, -0.972, 5.472], [-1.112, -4.001, -1.805], [0.231, -4.357, -1.202], [1.039, -5.176, -2.223], [1.171, -2.919, -0.436], [2.207, -3.825, 0.876], [2.588, -5.264, 0.537], [3.466, -3.053, 1.291], [2.321, -2.241, -1.704], [3.553, -3.081, -2.063], [1.554, -1.878, -2.971], [-1.757, -4.896, -1.855], [-1.041, -3.559, -2.814], [-1.638, -3.263, -1.175], [0.035, -4.993, -0.339], [1.163, -4.636, -3.194], [0.489, -6.098, -2.493], [2.039, -5.482, -1.864], [1.493, -3.805, 1.708], [3.222, -5.302, -0.364], [1.713, -5.910, 0.415], [3.175, -5.683, 1.345], [4.327, -3.138, 0.597], [3.828, -3.429, 2.255], [3.215, -1.999, 1.403], [2.672, -1.289, -1.237], [3.328, -3.879, -2.799], [4.066, -3.525, -1.211], [4.301, -2.455, -2.592], [1.219, -2.749, -3.526], [2.208, -1.300, -3.627], [0.688, -1.242, -2.754], [-3.032, 5.372, -2.230], [-3.576, 4.737, -0.962], [-3.039, 3.363, -0.645], [-1.614, 3.403, -0.367], [-1.047, 2.698, 0.633], [-1.676, 1.337, 1.405], [0.230, 3.088, 1.080], [1.148, 4.014, 0.534], [2.327, 3.714, 0.409], [0.679, 5.395, 0.307], [-0.395, 6.049, 0.914], [-0.696, 7.353, 0.577], [0.073, 8.060, -0.360], [1.161, 7.414, -0.973], [1.506, 6.135, -0.570], [-3.688, 6.193, -2.567], [-2.942, 4.652, -3.047], [-2.054, 5.824, -2.068], [-4.681, 4.626, -1.039], [-3.426, 5.370, -0.093], [-3.243, 2.633, -1.446], [-3.498, 2.929, 0.260], [-1.070, 4.071, -0.893], [0.689, 2.252, 1.430], [-1.070, 5.498, 1.595], [-1.553, 7.869, 1.030], [-0.155, 9.107, -0.577], [1.778, 7.907, -1.723], [2.413, 5.608, -0.945]], "mulliken_spin": [1.279, -0.013, -0.028, 0.030, 0.012, 0.643, 0.030, 0.151, -0.069, 0.192, -0.054, 0.131, 0.029, -0.002, 0.004, -0.001, 0.002, 0.001, -0.007, -0.002, 0.000, 0.000, 0.007, 0.002, 0.002, -0.001, 0.060, -0.006, 0.005, 0.002, -0.001, 0.003, -0.001, 0.001, 0.000, 0.000, 0.000, 0.000, 0.000, 0.020, -0.118, 0.284, 0.339, 0.006, 0.004, -0.001, 0.056, 0.023, 0.012, 0.246, 0.008, 0.009, 0.010, 0.039, 0.013, 0.008, -0.001, 0.002, -0.038, 0.007, 0.000, 0.002, -0.002, -0.001, 0.000, 0.001, 0.000, 0.000, 0.000, -0.005, 0.004, 0.001, 0.000, 0.000, 0.000, 0.000, 0.002, 0.001, 0.006, -0.006, 0.099, 0.005, 0.560, 0.031, -0.018, 0.014, 0.002, -0.002, -0.001, -0.001, 0.001, -0.001, 0.000, 0.000, 0.000, -0.001, 0.000, 0.006, -0.001, -0.012, -0.013, 0.003, 0.000, 0.000, 0.000, 0.000], "s2": 6.0572, "multiplicity": 5, "homo_energy_ev": [-13.30, -13.78], "orbital_gap_ev": [8.0, 4.1], "charge": 2}

***

[2]
{"formula": "C50H49ClIMnN9O3SSi", "method": "wB97M-V/def2-TZVPD", "species": ["Mn", "C", "C", "C", "C", "C", "C", "C", "N", "C", "N", "C", "C", "C", "C", "C", "C", "C", "N", "C", "C", "C", "C", "C", "C", "C", "H", "H", "H", "H", "H", "H", "H", "H", "H", "H", "H", "H", "H", "H", "H", "H", "H", "H", "H", "H", "H", "H", "N", "C", "C", "C", "C", "C", "C", "S", "O", "O", "N", "C", "N", "C", "C", "C", "N", "H", "H", "H", "H", "H", "H", "H", "H", "H", "Cl", "C", "C", "C", "I", "C", "O", "C", "N", "C", "C", "C", "C", "H", "H", "H", "H", "C", "Si", "C", "C", "N", "C", "C", "C", "C", "C", "C", "H", "H", "H", "H", "H", "H", "H", "H", "H", "H", "H", "H", "H", "H"], "positions_angstrom": [[-0.086, -0.419, -0.151], [-0.574, -4.803, 5.360], [-1.947, -4.650, 4.771], [-3.000, -5.456, 5.175], [-4.270, -5.331, 4.628], [-4.483, -4.384, 3.641], [-3.449, -3.568, 3.208], [-2.177, -3.685, 3.774], [-1.106, -2.884, 3.387], [-1.141, -1.961, 2.330], [-2.013, -0.953, 2.542], [-2.556, -0.052, 1.599], [-1.944, 0.185, 0.375], [-2.630, 0.977, -0.550], [-3.839, 1.571, -0.230], [-4.386, 1.382, 1.031], [-3.767, 0.564, 1.961], [-4.375, 0.351, 3.323], [-0.357, -2.044, 1.318], [0.478, -3.185, 1.187], [1.930, -2.881, 1.396], [2.916, -4.021, 1.048], [2.292, -5.354, 0.804], [0.978, -5.488, 0.636], [0.031, -4.368, 0.749], [-1.393, -4.613, 0.342], [-0.590, -5.502, 6.196], [-0.185, -3.847, 5.719], [0.140, -5.184, 4.623], [-2.814, -6.199, 5.943], [-5.076, -5.972, 4.962], [-5.459, -4.279, 3.183], [-3.620, -2.857, 2.411], [-0.190, -3.290, 3.505], [-2.386, -0.930, 3.474], [-2.198, 1.152, -1.524], [-4.337, 2.206, -0.954], [-5.315, 1.874, 1.304], [-5.272, 0.960, 3.435], [-3.690, 0.639, 4.129], [-4.661, -0.692, 3.497], [2.085, -2.396, 2.362], [3.725, -4.106, 1.777], [2.938, -6.221, 0.705], [0.558, -6.462, 0.401], [-1.416, -5.249, -0.546], [-1.899, -3.679, 0.094], [-1.966, -5.118, 1.126], [-0.251, 5.548, 5.550], [0.221, 4.328, 5.033], [1.414, 4.282, 4.314], [1.872, 3.088, 3.786], [1.142, 1.922, 3.972], [-0.025, 1.953, 4.717], [-0.479, 3.145, 5.255], [1.628, 0.412, 3.171], [3.053, 0.254, 3.347], [0.789, -0.614, 3.754], [1.195, 0.577, 1.640], [1.917, 1.317, 0.759], [1.411, 1.192, -0.487], [1.999, 1.817, -1.486], [3.127, 2.598, -1.270], [3.556, 2.696, 0.038], [2.976, 2.079, 1.061], [0.045, 6.341, 5.000], [-1.255, 5.560, 5.656], [1.972, 5.196, 4.140], [2.785, 3.052, 3.208], [-0.582, 1.036, 4.855], [-1.405, 3.165, 5.819], [1.546, 1.709, -2.464], [3.615, 3.124, -2.077], [4.414, 3.316, 0.288], [2.374, -5.478, -4.069], [1.435, -4.153, -3.398], [0.262, -3.822, -4.008], [-0.529, -2.781, -3.470], [-2.355, -2.322, -4.355], [-0.134, -2.082, -2.351], [-0.848, -1.137, -1.765], [1.124, -2.410, -1.747], [1.472, -1.607, -0.725], [2.481, -2.031, 0.194], [3.402, -3.217, -0.232], [3.097, -3.809, -1.557], [1.926, -3.493, -2.229], [-0.071, -4.360, -4.883], [3.048, -1.170, 0.555], [4.466, -2.976, -0.151], [3.746, -4.582, -1.947], [0.795, 5.436, 0.255], [-0.792, 4.429, -0.062], [-1.148, 3.495, 1.534], [-2.186, 5.728, -0.164], [-0.672, 3.336, -1.326], [-0.710, 3.487, -2.651], [-0.777, 4.733, -3.350], [-0.820, 4.815, -4.729], [-0.800, 3.676, -5.532], [-0.731, 2.440, -4.889], [-0.682, 2.342, -3.512], [0.701, 6.060, 1.151], [1.026, 6.085, -0.595], [1.644, 4.763, 0.398], [-2.205, 3.217, 1.584], [-0.907, 4.100, 2.414], [-0.569, 2.571, 1.591], [-2.199, 6.326, 0.755], [-3.152, 5.222, -0.249], [-2.093, 6.411, -1.011], [-0.784, 5.650, -2.768], [-0.870, 5.798, -5.191], [-0.841, 3.748, -6.612], [-0.723, 1.523, -5.471], [-0.651, 1.358, -3.054]], "mulliken_spin": [3.950, 0.000, 0.000, 0.000, 0.000, 0.000, 0.000, -0.002, 0.000, 0.038, 0.002, -0.038, -0.193, -0.031, -0.017, 0.032, -0.026, -0.002, 0.049, -0.009, 0.049, 0.033, -0.012, 0.012, -0.027, 0.010, 0.000, 0.000, 0.000, 0.000, 0.000, 0.000, 0.001, -0.001, 0.000, 0.009, -0.001, 0.001, 0.000, 0.000, 0.000, 0.031, -0.008, 0.002, 0.001, 0.001, -0.003, -0.001, 0.000, 0.000, 0.000, 0.000, 0.002, 0.001, 0.000, 0.014, 0.001, 0.002, 0.007, -0.048, 0.101, 0.016, -0.006, 0.001, 0.001, 0.000, 0.000, 0.000, 0.000, 0.000, 0.000, 0.000, 0.001, -0.001, 0.006, 0.014, -0.010, 0.073, 0.006, 0.038, 0.065, 0.196, 0.195, -0.068, 0.045, 0.592, -0.143, -0.001, -0.043, 0.012, 0.023, 0.000, -0.002, 0.010, 0.000, 0.012, 0.018, 0.000, 0.000, 0.000, 0.000, -0.022, 0.000, 0.000, 0.000, 0.003, 0.001, 0.008, 0.000, 0.000, 0.000, 0.000, 0.000, 0.000, 0.000, 0.035], "s2": 8.8684, "multiplicity": 6, "homo_energy_ev": [-1.21, -1.36], "orbital_gap_ev": [5.0, 5.2], "charge": -2}

***

ΔE to the lowest compared entry with this formula, charge and spin in kcal/mol, matching the order above: 0.0 58.1